1.
Density functional theory data (the ωB97M-V functional and the def2-TZVPD basis) for C35H44BrClIMgO5SSi as an isolated structure in a non-equilibrium geometry.

Strongest force on any atom: 1.12 eV Å⁻¹
Charge: -1
Electronic energy: -5956.28027 Ha
Relative energy (zero: lowest compared OMol25 entry of this formula, charge and spin): 22.6 kJ/mol
Molecular weight: 871.45 g mol⁻¹

Each line ends with the Löwdin charge.
CARTESIAN COORDINATES (ANGSTROEM)
Mg  0.54423  -0.24235  1.01997  0.4907
C  3.43822  3.01220  0.17396  -0.0251
C  4.25164  2.38909  1.30811  -0.6379
C  4.67543  3.45852  2.32027  -0.0264
C  5.48782  1.69240  0.73645  -0.0240
O  3.49843  1.37179  1.95329  -0.1007
Si  1.97196  1.35899  2.55004  -0.0313
O  0.78686  1.61683  1.55942  -0.3340
O  2.01635  2.31178  3.89656  -0.0955
C  0.96909  2.70291  4.78169  -0.6335
C  -0.37650  2.03766  4.47707  -0.0395
C  0.82689  4.22271  4.66691  -0.0279
C  1.40906  2.32844  6.19832  -0.0327
O  1.77170  -0.25536  2.99377  -0.1526
C  2.70907  -1.16181  3.60349  -0.6097
C  3.68242  -0.46456  4.55993  -0.0223
C  1.86266  -2.16013  4.39138  -0.0231
C  3.49873  -1.89150  2.51325  -0.0272
H  4.04737  3.72099  -0.38956  0.0839
H  2.56317  3.52554  0.57816  0.0836
H  3.08606  2.22177  -0.49128  0.0850
H  5.18361  4.28208  1.81535  0.0828
H  5.35112  3.02476  3.06076  0.0854
H  3.79707  3.83626  2.84282  0.0717
H  6.14508  2.41436  0.24832  0.0839
H  5.17991  0.93743  0.01025  0.0755
H  6.03544  1.19734  1.54110  0.0840
H  -0.65403  2.23210  3.44139  0.0662
H  -1.15133  2.42749  5.13902  0.0858
H  -0.29934  0.95519  4.61062  0.0922
H  0.55885  4.47814  3.64015  0.0914
H  1.77877  4.70043  4.90712  0.0822
H  0.05745  4.59746  5.34399  0.0815
H  1.49589  1.24370  6.28334  0.0705
H  0.67921  2.67972  6.93017  0.0830
H  2.38037  2.77442  6.42039  0.0869
H  3.15303  -0.00558  5.39644  0.0712
H  4.22905  0.31262  4.03301  0.0757
H  4.39437  -1.19327  4.94941  0.0869
H  1.29678  -1.64218  5.16899  0.0846
H  2.49608  -2.91738  4.85644  0.0862
H  1.15305  -2.64935  3.72343  0.0686
H  3.99217  -1.15083  1.88551  0.0708
H  2.82952  -2.47957  1.88263  0.0825
H  4.24301  -2.55287  2.96209  0.0873
Br  -4.55771  4.60030  0.57159  0.6918
C  -4.35938  3.48426  2.08737  -0.7401
C  -5.05279  3.84517  3.23418  -0.1493
C  -4.94905  3.07058  4.37694  -0.0904
C  -4.14332  1.94220  4.37262  -0.0873
C  -3.45100  1.58583  3.22747  -0.1714
C  -3.55897  2.34527  2.06962  -0.7065
I  -2.48957  1.75230  0.35836  1.0004
H  -5.66957  4.73295  3.21759  0.0922
H  -5.49511  3.35649  5.26668  0.1011
H  -4.05051  1.33354  5.26263  0.1077
H  -2.82131  0.70674  3.22958  0.0826
C  6.76421  -4.80246  -4.35433  -0.0445
C  7.94836  -3.92208  -4.66316  -0.7545
O  8.87179  -4.27930  -5.34993  -0.0182
S  8.04873  -2.29600  -3.93199  1.0138
C  6.50146  -2.01374  -3.09084  -0.5758
C  5.46826  -1.37409  -3.76801  -0.1075
C  4.28999  -1.07603  -3.10820  -0.0258
C  4.12293  -1.40251  -1.75457  -0.2585
C  5.16864  -2.06005  -1.09222  -0.0276
C  6.34857  -2.35428  -1.75165  -0.1024
C  2.92444  -1.04673  -1.07186  -0.1646
C  1.88309  -0.70713  -0.53139  -0.0078
H  6.49045  -5.33844  -5.26260  0.0864
H  5.91337  -4.25540  -3.96727  0.0600
H  7.08253  -5.53906  -3.61433  0.0928
H  5.59576  -1.12004  -4.81274  0.1029
H  3.48164  -0.57811  -3.62609  0.1162
H  5.04740  -2.32881  -0.05117  0.1050
H  7.15835  -2.85454  -1.23503  0.1051
Cl  -3.73719  -1.87703  1.72259  0.6378
C  -2.82292  -2.64498  0.44461  -0.6123
C  -3.54677  -3.27125  -0.55510  -0.1460
C  -2.88651  -3.93293  -1.57727  -0.1293
C  -1.49508  -3.94466  -1.56794  -0.1125
C  -0.79008  -3.32112  -0.56117  -0.0617
C  -1.41625  -2.63801  0.50722  -0.3549
C  -0.62540  -2.00541  1.54366  -0.1950
H  -4.62827  -3.24393  -0.52263  0.0906
H  -3.44302  -4.42948  -2.36153  0.0861
H  -0.95491  -4.45626  -2.35644  0.0935
H  0.29436  -3.31980  -0.58589  0.1008
H  0.29286  -2.57706  1.70956  0.0266
H  -1.15791  -1.84727  2.48104  0.0141


2.
Density functional theory data (the ωB97M-V functional and the def2-TZVPD basis) for a 8-piece molecular cluster, C13H43N11O8 overall in a non-equilibrium geometry.

Spin multiplicity: 2
Strongest force on any atom: 7.35 eV Å⁻¹
Charge: -1
Electronic energy: -1725.39124 Ha
Molecular weight: 481.56 g mol⁻¹

Each line ends with the Löwdin charge.
CARTESIAN COORDINATES (ANGSTROEM)
C  -1.02718  1.08066  -1.05140  -0.0974
C  -0.89492  0.82169  0.40465  -0.3123
O  -2.15252  0.56813  1.05606  -0.1091
H  -1.50642  0.24754  -1.56553  0.0505
H  -0.09380  1.15092  -1.60996  0.0603
H  -1.63333  1.97346  -1.20501  0.0744
H  -0.46449  1.73393  0.81774  0.0984
H  -0.27473  -0.06093  0.56094  0.0967
H  -2.41675  -0.30995  0.77188  0.0523
C  1.44882  1.12507  2.55854  -0.0702
C  1.45491  -0.25895  3.37111  -0.2809
O  1.60202  0.14859  4.73529  -0.0955
H  2.24762  1.80791  2.84793  0.0693
H  0.53760  1.63034  2.87865  0.0595
H  1.36795  0.86589  1.50290  0.0416
H  2.23924  -0.93325  3.02721  0.0999
H  0.50538  -0.77285  3.22144  0.0834
H  2.20302  -0.49347  5.12020  0.0710
C  0.84840  -2.64627  -0.66217  -0.7684
O  1.78765  -2.39181  -1.42554  -0.0011
N  -0.44413  -2.39758  -0.79047  0.1900
N  1.06666  -3.05096  0.53662  0.1480
H  -0.76773  -2.01604  -1.66786  0.0577
H  -1.04658  -2.83511  -0.10804  0.0787
H  0.43591  -3.37097  1.25763  0.1107
H  2.05108  -3.26950  0.59368  0.1138
C  -4.80642  -2.44966  -2.57244  -0.8159
O  -5.73148  -3.18267  -2.32345  0.0265
N  -3.83951  -2.00138  -1.81304  0.1890
N  -4.69752  -1.84659  -3.70693  0.1405
H  -3.87689  -2.32042  -0.85549  0.0422
H  -3.00219  -1.54067  -2.13978  0.0665
H  -5.34406  -2.19621  -4.39964  0.1038
H  -3.76385  -1.96063  -4.07485  0.0821
C  -4.08847  -2.43757  1.35291  -0.7429
O  -3.00550  -2.38902  0.74372  -0.0380
N  -4.31921  -1.76777  2.49577  0.1815
N  -5.02738  -3.14216  0.92377  0.2090
H  -3.49238  -1.35331  2.90157  0.0652
H  -5.25320  -1.38715  2.54952  0.1144
H  -5.84114  -3.27885  1.50620  0.1276
H  -5.12212  -3.61754  0.03769  0.1161
C  -0.67253  -1.02966  -4.21960  -0.8407
O  -1.50278  -1.52510  -3.41168  -0.0862
N  0.60556  -0.94033  -3.93963  0.1509
N  -0.89404  -0.39951  -5.33371  0.0800
H  1.17118  -0.97700  -4.77558  0.0406
H  0.96451  -1.37258  -3.10034  0.0646
H  -1.81894  -0.01873  -5.47394  0.0592
H  -0.13574  0.05784  -5.81941  -0.0067
C  -3.12815  1.27878  4.31518  -0.7870
O  -3.38269  1.33619  5.49383  0.0299
N  -3.32219  2.20242  3.37544  0.1742
N  -2.57117  0.24052  3.80400  0.1367
H  -3.90862  3.00773  3.54185  0.1121
H  -2.87488  2.02229  2.48800  0.0800
H  -2.21401  0.32903  2.86341  0.0598
H  -2.16306  -0.44808  4.41994  0.1300
C  7.02908  1.50436  -1.18444  -0.0531
C  6.45247  2.75166  -0.41768  -0.3990
C  5.08540  3.22996  -0.99380  -0.2488
O  4.02487  2.32907  -1.10972  -0.1895
C  2.65309  2.86195  -0.99876  -0.0738
N  6.27007  2.50872  1.01472  0.0199
H  7.68711  1.74110  -2.02054  0.0607
H  6.21995  0.89163  -1.58188  0.0716
H  7.70469  0.93864  -0.54289  0.0595
H  7.09382  3.61757  -0.58189  0.1159
H  5.36121  3.79894  -1.88166  0.1171
H  4.82042  3.98575  -0.25442  0.1036
H  2.53160  3.86903  -1.39769  0.0789
H  2.53830  3.05396  0.06804  0.0641
H  1.83558  2.16945  -1.19933  0.0643
H  5.54241  2.99779  1.51611  0.0615
H  7.13509  2.51171  1.53610  0.0609


3.
Density functional theory data (the ωB97M-V functional and the def2-TZVPD basis) for C19H18CrO10P2 as an isolated structure.

Spin multiplicity: 4
Strongest force on any atom: 0.81 eV Å⁻¹
Charge: -1
Electronic energy: -3214.88828 Ha
Relative energy (zero: lowest compared OMol25 entry of this formula, charge and spin): 84.3 kJ/mol
Molecular weight: 520.29 g mol⁻¹

Each line ends with the Löwdin charge.
CARTESIAN COORDINATES (ANGSTROEM)
Cr  -0.14009  -0.19230  -0.16312  0.9685
C  -2.64306  -0.29611  0.19726  -0.1338
C  -1.75358  -1.00276  1.03724  -0.2608
C  -1.19558  -0.06296  1.94375  -0.1744
C  -1.87403  1.17559  1.73990  -0.1292
C  -2.75163  1.03554  0.68137  -0.1412
H  -3.24004  -0.73716  -0.58809  0.1075
H  -1.65334  -2.06956  1.09560  0.1103
H  -0.56510  -0.30338  2.78592  0.1056
H  -1.65173  2.10131  2.25274  0.1041
H  -3.32067  1.83084  0.21996  0.1008
O  -1.35038  1.23271  -3.22085  -0.1239
P  0.13897  0.63013  -3.17853  0.2632
O  0.61668  0.32433  -4.52465  -0.2594
O  0.18594  -0.46329  -2.09510  -0.3313
O  1.04358  1.87725  -2.55510  -0.2479
P  0.76714  2.56420  -1.13785  0.2425
O  0.17509  4.00797  -1.49452  -0.0980
O  2.04879  2.67393  -0.38671  -0.2732
O  -0.40492  1.80068  -0.51976  -0.3531
H  -1.63842  1.48136  -2.32483  0.0546
H  0.89829  4.62641  -1.67962  0.0856
O  1.88991  0.09891  0.10251  -0.1186
C  2.78724  -1.01506  0.06367  -0.2593
C  1.85037  -2.25913  0.09938  -0.5051
O  2.32560  -3.37716  0.13164  0.0695
O  0.58490  -1.97867  0.12941  -0.0969
C  3.68344  -0.97916  1.30976  -0.0997
C  3.70518  0.14681  2.12930  -0.0064
C  4.54628  0.20507  3.23589  -0.0851
C  5.37426  -0.86273  3.54397  -0.1063
C  5.35678  -1.98844  2.73017  -0.0813
C  4.52258  -2.04718  1.62295  -0.0151
C  3.64580  -0.98732  -1.20421  -0.1015
C  4.20968  -2.15324  -1.71768  -0.0190
C  5.02485  -2.10439  -2.83915  -0.0786
C  5.29232  -0.89465  -3.46603  -0.0962
C  4.74114  0.26827  -2.95266  -0.0686
C  3.93142  0.22313  -1.82745  -0.0050
H  2.26599  1.01040  0.00870  0.0501
H  3.06609  0.99502  1.91985  0.1145
H  4.54676  1.09319  3.85684  0.0985
H  6.02488  -0.82086  4.40980  0.0937
H  5.99789  -2.83320  2.95673  0.0985
H  4.51136  -2.93215  1.00132  0.1077
H  3.98069  -3.10574  -1.25861  0.1031
H  5.43753  -3.02555  -3.23461  0.0977
H  5.91303  -0.86246  -4.35232  0.0942
H  4.92004  1.22015  -3.43840  0.1042
H  3.51808  1.15269  -1.46468  0.0943